P.
C22H25N3O5S | wB97M-V/def2-TZVPD

Last column: natural (NBO) charge in e.
CARTESIAN COORDINATES (ANGSTROEM)
C1 5.98 3.61 0.53  -0.639
C2 6.21 2.10 0.59  -0.063
O1 5.21 1.42 1.33  -0.490
C3 3.98 1.24 0.80  0.322
C4 3.60 1.52 -0.52  -0.315
C5 2.32 1.24 -0.95  -0.210
C6 1.38 0.70 -0.08  0.146
N1 0.07 0.36 -0.52  -0.697
C7 -0.72 1.41 -1.15  -0.324
C8 -2.03 1.63 -0.37  0.681
O2 -2.22 2.62 0.30  -0.609
N2 -2.89 0.60 -0.52  -0.659
C9 -4.16 0.47 0.09  0.211
C10 -4.44 -0.73 0.73  -0.235
C11 -5.66 -0.93 1.35  -0.217
C12 -6.61 0.08 1.33  -0.216
C13 -6.34 1.26 0.67  -0.191
C14 -5.12 1.48 0.02  -0.038
C15 -4.90 2.74 -0.74  -0.641
S1 0.10 -1.06 -1.41  2.346
O3 -1.27 -1.49 -1.56  -0.958
O4 0.87 -0.92 -2.61  -0.937
C16 0.94 -2.14 -0.30  -0.535
C17 0.40 -2.75 0.87  0.193
C18 -0.99 -2.63 1.37  -0.657
N3 1.32 -3.44 1.46  -0.128
O5 2.47 -3.33 0.73  -0.264
C19 2.25 -2.54 -0.33  0.435
C20 3.35 -2.25 -1.26  -0.688
C21 1.74 0.43 1.23  -0.203
C22 3.03 0.69 1.66  -0.248
H1 5.93 4.01 1.54  0.219
H2 5.05 3.84 0.03  0.213
H3 6.80 4.08 0.00  0.218
H4 7.13 1.88 1.13  0.198
H5 6.30 1.68 -0.42  0.169
H6 4.31 1.94 -1.22  0.223
H7 2.04 1.44 -1.97  0.231
H8 -0.94 1.14 -2.19  0.222
H9 -0.16 2.35 -1.14  0.241
H10 -2.51 -0.25 -0.93  0.435
H11 -3.69 -1.51 0.73  0.206
H12 -5.87 -1.87 1.85  0.213
H13 -7.56 -0.06 1.82  0.212
H14 -7.09 2.03 0.63  0.208
H15 -4.46 2.52 -1.72  0.214
H16 -4.21 3.39 -0.21  0.256
H17 -5.84 3.27 -0.89  0.211
H18 -1.19 -1.59 1.64  0.236
H19 -1.68 -2.91 0.58  0.244
H20 -1.12 -3.26 2.24  0.242
H21 2.94 -1.77 -2.15  0.267
H22 4.07 -1.58 -0.78  0.246
H23 3.87 -3.16 -1.53  0.243
H24 1.02 0.01 1.91  0.229
H25 3.32 0.47 2.68  0.232

- E_HOMO (eV) = -8.614
- SMILES = CCOc1ccc(N(CC(=O)Nc2ccccc2C)S(=O)(=O)c2c(C)noc2C)cc1
- LUMO level (eV) = 0.59
- orbital gap (eV) = 9.2
- net charge = 0

---

Q.
C22H25N3O5S | wB97M-V/def2-TZVPD

Last column: natural (NBO) charge in e.
CARTESIAN COORDINATES (ANGSTROEM)
C1 3.35 4.89 5.23  -0.259
O1 2.69 4.35 4.10  -0.505
C2 3.10 3.13 3.72  0.777
O2 3.98 2.52 4.28  -0.587
C3 2.36 2.63 2.53  -0.161
C4 2.74 1.40 1.99  -0.140
C5 2.08 0.89 0.89  -0.248
C6 1.03 1.61 0.33  0.242
N1 0.37 1.10 -0.82  -0.467
C7 0.78 1.65 -2.11  -0.304
C8 1.95 0.84 -2.68  0.661
O3 3.09 1.26 -2.68  -0.625
N2 1.58 -0.37 -3.13  -0.625
C9 2.50 -1.37 -3.62  -0.066
C10 2.06 -1.88 -5.00  -0.409
C11 1.31 -3.17 -4.70  -0.404
C12 2.14 -3.80 -3.59  -0.402
C13 2.51 -2.61 -2.70  -0.414
C14 -0.50 0.07 -0.77  0.698
O4 -0.96 -0.46 -1.78  -0.666
C15 -0.90 -0.40 0.62  -0.330
N3 -2.06 -1.25 0.53  -0.604
C16 -3.16 -1.01 1.28  0.647
O5 -3.17 -0.19 2.19  -0.618
C17 -4.33 -1.83 0.97  -0.324
C18 -5.53 -1.79 1.63  -0.179
C19 -6.48 -2.69 1.11  -0.263
C20 -5.99 -3.42 0.07  -0.389
S1 -4.37 -3.01 -0.31  0.436
C21 0.66 2.84 0.85  -0.240
C22 1.32 3.35 1.96  -0.151
H1 3.18 4.27 6.11  0.195
H2 4.42 4.96 5.05  0.196
H3 2.92 5.88 5.39  0.196
H4 3.56 0.87 2.45  0.242
H5 2.39 -0.05 0.46  0.228
H6 1.09 2.68 -1.96  0.232
H7 -0.08 1.60 -2.79  0.234
H8 0.60 -0.64 -3.04  0.425
H9 3.48 -0.87 -3.66  0.238
H10 2.94 -2.10 -5.61  0.207
H11 1.46 -1.14 -5.53  0.218
H12 0.30 -2.95 -4.34  0.195
H13 1.22 -3.82 -5.57  0.214
H14 3.04 -4.24 -4.01  0.198
H15 1.60 -4.57 -3.04  0.212
H16 1.76 -2.48 -1.92  0.203
H17 3.47 -2.74 -2.21  0.218
H18 -1.15 0.45 1.27  0.262
H19 -0.06 -0.94 1.07  0.222
H20 -2.14 -1.77 -0.34  0.413
H21 -5.70 -1.12 2.45  0.243
H22 -7.47 -2.80 1.50  0.229
H23 -6.49 -4.17 -0.51  0.238
H24 -0.16 3.38 0.40  0.225
H25 1.03 4.30 2.37  0.236

- E_HOMO (eV) = -9.218
- SMILES = COC(=O)c1ccc(N(CC(=O)NC2CCCC2)C(=O)CNC(=O)c2cccs2)cc1
- LUMO level (eV) = 0.13
- orbital gap (eV) = 9.3
- net charge = 0

---

Looking at the structures above, Q is most stable, and the difference to the next one is 0.1098 hartree.